Molecular formula: C32H59FeN4OP2S
Method: DFT, the ωB97M-V functional and the def2-TZVPD basis

As for the expectation value of S²: 6.09. The energy above the lowest of the compared OMol25 structures with the same formula, charge and spin is 0.00 kJ/mol. Its charge is +1. The multiplicity is 5. The HOMO-LUMO gap (spin up / spin down) comes out at 7.2 / 6.6 eV.

Positions of all 100 atoms, in Å:
H: -1.564 0.960 -5.018
H: -2.606 -2.203 0.287
C: -0.463 -0.512 4.669
H: 3.858 0.088 2.036
H: 0.318 1.565 3.066
C: 3.726 -3.062 1.369
C: 1.550 0.864 -3.058
P: -0.343 -1.113 1.877
N: 1.744 -0.021 0.275
H: 5.140 -0.114 0.835
C: -2.883 -1.408 2.917
H: 0.073 -0.097 5.537
C: -0.621 3.459 -2.769
C: 2.208 -1.099 0.636
H: 3.173 -3.804 0.780
H: -3.208 -3.506 1.322
H: -0.819 4.739 2.069
C: -4.084 4.025 -0.011
H: 0.377 -5.261 -2.552
H: 3.260 2.130 -2.649
H: 1.723 -1.224 -3.741
H: -3.734 4.550 2.544
C: 0.222 -4.260 -2.145
H: -1.601 -3.202 4.301
H: -2.890 -0.387 2.510
H: 5.220 -2.167 -0.657
P: -0.216 0.758 -2.361
H: 2.649 1.261 -4.859
C: 0.520 -0.576 3.493
H: -1.309 0.152 4.457
N: -1.773 4.556 1.758
C: 1.608 1.361 -4.512
C: -1.758 -2.275 2.306
H: 1.782 2.700 -1.837
H: -3.271 2.100 0.326
N: -0.161 -1.752 -1.094
C: 4.486 -0.656 1.527
C: 0.430 -2.687 -0.340
H: -3.706 4.428 -0.959
C: -0.392 -3.264 -2.903
H: 1.596 1.138 4.236
H: 5.103 -1.160 2.281
H: 1.339 2.419 -4.615
H: 1.843 0.870 2.496
H: -1.268 4.273 -3.130
C: 1.100 0.832 3.301
C: -1.413 1.996 -4.690
H: -2.313 2.560 -4.979
H: -4.295 4.844 0.673
C: -1.278 -3.386 3.268
C: -0.897 -0.764 -3.175
H: 0.987 0.750 -5.182
H: 1.214 -3.072 1.645
H: 3.251 -0.442 -3.291
C: 2.346 1.806 -2.132
H: -3.852 -1.858 2.659
H: -0.533 -0.852 -4.211
C: -2.308 -2.942 1.036
H: -1.995 -0.680 -3.218
C: -2.851 5.188 2.525
C: 4.182 -1.814 -0.685
C: -0.493 -1.976 -2.359
C: -1.935 0.185 0.041
H: -3.251 2.877 -2.852
C: -2.648 2.007 -2.549
H: 2.463 -1.486 3.081
C: 1.672 -1.525 3.843
H: 4.166 -0.846 -1.197
H: 2.117 -0.963 -2.027
H: -1.597 -3.648 0.594
H: -0.758 -3.428 -3.912
H: 3.371 -3.083 2.404
H: -3.176 1.098 -2.870
Fe: -0.168 0.429 -0.018
H: -1.737 -4.337 2.960
C: -1.902 3.428 1.031
H: 1.158 -4.705 -0.209
H: 1.355 -2.566 3.986
H: -2.596 2.002 -1.456
H: -2.502 5.344 3.549
H: -0.194 -3.556 3.260
H: 3.589 -2.539 -1.257
C: 0.843 -2.259 1.013
N: -3.135 3.082 0.586
H: -0.578 2.431 -5.248
H: -0.833 -1.499 4.967
H: 2.120 -1.192 4.796
H: -3.095 6.163 2.091
H: -5.011 3.481 -0.204
C: 3.645 -1.673 0.732
C: 0.661 -3.970 -0.847
S: -0.426 2.557 0.677
H: 0.376 3.608 -3.203
H: -2.822 -1.359 4.009
C: -1.250 2.117 -3.162
H: -0.539 3.550 -1.675
O: -3.116 0.110 0.034
H: 2.636 1.288 -1.207
C: 2.186 -0.529 -3.030
H: 4.782 -3.370 1.383



Molecular formula: C32H60F3NO16S
Method: DFT, the ωB97M-V functional and the def2-TZVPD basis

The energy above the lowest of the compared OMol25 structures with the same formula, charge and spin is 555.81 kJ/mol. Its charge is 0. The multiplicity is 1. The HOMO-LUMO gap comes out at 10.1 eV.

Positions of all 113 atoms, in Å:
H: 0.881 4.242 -1.972
H: -6.356 -4.032 0.458
O: -1.607 7.160 1.920
C: -1.426 5.829 1.941
H: -0.980 3.620 3.304
H: -0.507 -4.100 -1.948
H: 1.463 2.697 -3.696
C: -2.016 3.916 3.126
H: -0.112 0.948 -3.636
H: 2.365 -3.858 -1.907
C: -2.043 8.387 4.708
H: -10.192 -2.214 -0.311
H: -5.958 -2.582 -0.525
N: 5.486 -3.983 1.432
H: 4.713 -2.825 -3.727
O: -2.120 10.922 3.919
H: 3.833 -4.406 -3.492
H: 1.634 -0.182 -1.193
H: 3.547 3.204 -1.279
C: 4.897 -4.960 -0.788
C: 0.022 -1.539 -1.950
O: 6.844 -3.537 -4.765
H: 2.732 4.762 -0.702
C: 4.008 -3.782 1.187
O: 1.483 -3.424 2.392
C: 2.630 3.613 -0.719
H: 7.102 -1.743 -3.562
H: 7.928 -3.259 -2.898
O: -4.676 -2.464 1.809
C: -5.723 -3.631 -0.336
C: -9.816 -3.010 -2.792
O: -1.498 9.431 5.516
H: 1.482 -5.420 -2.295
H: -8.473 -2.008 -4.823
H: 4.008 -5.925 0.977
C: 5.064 -3.644 -1.695
C: 2.676 3.007 0.771
H: 1.999 3.568 1.497
O: -2.655 -3.366 1.296
H: -5.915 -4.196 -1.248
C: 7.632 -2.720 -3.875
C: 6.094 -4.727 0.294
H: 2.300 1.915 0.753
H: 4.033 -2.734 0.695
F: 2.789 -1.257 4.361
C: 1.457 2.197 -2.661
C: 6.088 -4.541 -4.026
O: -10.166 -2.967 -4.087
O: -0.760 5.192 1.164
C: -10.717 -3.109 -0.651
O: -4.342 -3.787 -0.007
H: -0.249 -4.445 -0.169
H: 5.645 -5.232 -4.835
H: -1.525 8.330 3.749
H: -2.152 13.217 5.272
H: -1.283 7.477 -0.110
H: -0.561 13.013 4.462
H: 1.492 -5.341 0.712
H: 0.415 2.921 -0.765
O: -2.117 5.332 2.980
C: 3.703 -5.054 0.279
H: 3.737 3.065 1.199
H: 5.032 -5.952 -1.354
H: 6.767 -5.131 -3.327
C: 0.331 1.025 -2.578
H: 4.413 -2.762 -1.390
H: -2.203 -1.645 2.375
O: -8.689 -3.007 -2.362
C: -1.117 12.891 5.394
H: -3.115 8.534 4.560
H: -11.690 -3.146 -0.161
O: 7.291 -5.073 0.152
C: 1.239 3.284 -1.470
O: -1.065 11.536 5.836
H: -10.160 -4.009 -0.380
C: 1.670 -4.641 -1.467
C: -0.925 7.828 0.860
C: -9.063 -2.912 -4.990
F: 4.777 -1.439 3.152
H: 6.167 -3.321 -1.583
H: 0.025 -2.221 -2.880
C: -2.111 -2.731 2.452
C: -3.964 -3.137 1.105
H: 2.227 -6.537 -0.449
H: 6.005 -3.146 1.725
H: 2.490 1.730 -2.505
H: -2.611 3.628 3.993
H: -1.033 -1.188 -1.705
C: 1.072 -0.338 -2.175
C: -1.613 10.656 4.982
H: -2.600 -3.096 3.358
H: -8.440 -3.804 -4.892
C: 3.369 -1.639 3.141
H: 1.843 -0.593 -2.978
O: 3.337 -4.233 3.899
S: 2.967 -3.433 2.684
C: 4.831 -3.878 -3.267
H: -1.143 8.894 0.943
H: -1.052 -2.985 2.505
H: 1.690 -2.266 -0.635
H: 8.599 -2.376 -4.400
H: 0.155 7.689 0.947
C: 2.221 -5.414 -0.178
H: -9.463 -2.880 -6.003
H: -0.648 13.509 6.159
H: -1.895 7.444 5.235
H: 0.124 -2.132 0.299
C: 0.239 -3.986 -1.097
H: -0.529 1.294 -1.873
O: -10.939 -3.059 -2.059
F: 2.824 -0.770 2.146
C: 0.549 -2.432 -0.717
H: -2.417 3.408 2.247



Molecular formula: C32H60N7O12P2
Method: DFT, the ωB97M-V functional and the def2-TZVPD basis

Its charge is +1. The multiplicity is 1. The HOMO-LUMO gap comes out at 8.5 eV.

Positions of all 113 atoms, in Å:
H: 7.011 0.367 2.312
O: 4.383 -0.322 8.316
H: -1.131 1.158 1.901
C: -0.008 -0.430 2.755
C: -8.604 -0.504 1.031
H: -1.591 -6.665 -2.979
N: -6.321 -1.330 0.766
H: -7.511 1.235 0.364
H: -3.487 1.364 -2.479
P: 3.880 0.654 7.120
C: -1.617 -0.296 -1.925
H: -7.649 -0.869 -0.854
H: -8.909 1.626 1.414
C: -2.137 4.262 -3.566
H: 0.142 0.977 -4.511
H: -2.605 6.201 -2.764
H: -3.338 -0.180 -4.131
C: -4.309 -0.972 -0.616
O: 3.922 2.103 6.402
H: 3.238 3.181 8.074
C: -7.648 -1.327 0.150
H: -2.150 -3.420 -2.673
H: 5.626 -1.853 6.415
H: 3.457 4.091 6.574
H: 2.073 2.988 6.741
H: 5.640 1.593 -1.158
C: 7.523 -0.593 2.325
C: -1.662 2.055 -4.520
H: 0.972 1.771 0.739
H: 0.823 4.125 -2.101
C: -2.700 -2.254 -4.471
O: -1.656 2.374 -5.682
H: -3.322 -4.192 -3.822
C: -3.654 4.655 -1.746
N: -0.640 -6.507 -3.297
H: 6.828 2.179 0.028
C: -0.132 0.531 -0.663
C: 3.121 3.146 6.992
C: -2.372 2.894 -3.505
H: -0.044 -6.920 -2.589
H: -4.162 5.347 -1.091
C: -3.888 3.290 -1.681
H: 6.924 2.713 -1.656
O: 4.964 0.080 6.090
H: 3.505 1.904 -0.637
C: -2.435 -3.569 -3.711
H: 0.404 3.269 -0.627
O: 8.267 -0.819 1.114
H: -10.169 -1.204 0.117
C: -0.359 -5.065 -3.373
H: -4.789 -0.297 -1.328
C: 0.625 0.752 0.618
C: 1.123 3.313 -1.444
O: -3.282 -1.736 -1.290
H: -1.670 -5.135 -5.045
H: -8.203 -0.593 2.042
C: -8.538 0.971 0.629
C: -0.264 0.503 1.821
H: -1.776 -1.962 -4.975
H: -1.480 4.689 -4.313
H: -5.766 -2.478 -0.916
C: 2.534 3.686 -0.966
C: -1.282 -4.365 -4.377
H: -3.410 -2.479 -5.269
H: -0.426 -4.615 -2.373
H: -7.985 -2.360 0.062
H: -4.340 -1.401 -3.431
H: 2.092 1.471 -2.132
O: 6.219 -1.036 -0.264
H: 3.929 -1.721 5.886
H: 6.802 -1.395 2.464
C: 1.139 1.987 -2.250
C: 3.542 -0.473 9.473
H: 9.012 -3.047 -2.003
H: 3.127 0.479 9.798
N: -1.179 -0.287 -0.658
H: 1.444 0.030 0.659
H: 8.234 -0.597 3.148
C: 4.932 -1.310 5.774
H: -4.788 -2.734 0.532
O: 7.523 0.766 -1.358
N: -0.853 0.481 -2.725
C: -2.767 5.134 -2.700
H: -3.825 -0.436 0.205
C: 8.741 -2.641 -1.031
C: -5.302 -1.977 -0.063
H: -4.603 2.945 -0.945
H: -1.249 -0.021 -4.732
H: 4.159 -0.875 10.273
N: 3.337 2.793 -0.188
H: -0.003 -0.098 3.790
H: 2.737 -1.168 9.248
O: 2.974 4.758 -1.281
N: -2.686 -1.009 -2.297
H: 5.247 -1.418 4.738
O: -9.923 -1.007 1.027
H: -0.650 -3.720 -4.992
O: 2.488 0.180 6.873
H: -9.146 1.127 -0.265
C: -0.860 0.795 -4.130
O: 8.651 -1.223 -1.167
H: 7.790 -3.073 -0.717
C: -3.259 2.418 -2.544
C: -3.296 -1.139 -3.610
N: 0.094 1.033 -1.876
H: -6.052 -0.372 0.960
H: 0.124 -1.486 2.544
C: 6.680 1.876 -1.008
H: 1.078 2.272 -3.295
P: 7.577 -0.434 -0.292
H: 9.517 -2.895 -0.310
H: 3.007 2.686 0.762
H: 0.684 -4.976 -3.679



Molecular formula: C32H61BrN5O4
Method: DFT, the ωB97M-V functional and the def2-TZVPD basis

As for the expectation value of S²: 2.01. Its charge is +1. The multiplicity is 3. The HOMO-LUMO gap (spin up / spin down) comes out at 6.6 / 7.8 eV.

Positions of all 103 atoms, in Å:
H: 2.348 -2.024 -2.531
H: -0.567 -3.546 0.401
H: 0.561 -1.978 -2.589
H: 3.773 -0.523 0.140
C: -0.604 -1.672 1.388
O: 9.246 -0.991 3.100
O: -2.999 0.835 4.354
H: -2.642 2.046 1.732
C: 5.330 -3.796 1.524
H: -0.840 -1.080 -5.119
N: 3.652 -2.587 0.191
C: 6.174 -3.692 2.379
H: -0.337 4.986 -3.443
H: 2.321 -1.193 2.455
C: -1.172 3.068 -2.962
H: -3.031 -0.513 1.921
H: 4.812 -1.222 1.370
H: 5.803 -2.253 -1.114
C: 0.071 -3.020 1.101
H: 0.844 2.116 -4.902
H: 8.960 -1.245 -0.593
H: -4.540 -1.191 1.324
H: -1.955 3.018 -0.926
H: -3.627 2.883 -5.411
C: -0.120 3.940 -3.663
H: 9.917 -0.490 1.261
N: -4.169 1.040 3.875
H: 3.675 -4.663 0.550
H: -3.232 -1.518 4.042
O: 8.561 -2.045 1.264
C: 9.283 -1.113 1.916
H: -0.029 -0.889 -3.556
C: -4.315 -1.405 4.042
C: -4.715 -0.193 3.215
H: 7.884 -2.634 -0.547
H: 3.367 -2.460 2.738
C: -4.290 0.932 0.971
H: 0.209 -1.528 3.424
H: -1.960 3.314 -5.699
H: 7.212 0.168 -0.568
H: 4.943 -4.102 -0.521
H: -2.739 4.381 -3.602
N: -0.846 1.599 -3.025
C: -4.105 -0.318 1.819
H: -6.431 2.210 3.455
H: -1.673 -1.892 1.391
H: -3.941 3.056 1.130
H: -4.654 -1.343 5.076
H: 2.185 -3.957 -1.248
C: -1.171 3.505 -1.502
N: 1.381 -2.939 0.410
H: -3.504 4.333 3.354
H: -1.140 -0.417 3.066
C: -0.931 0.911 -4.358
C: 8.121 -1.693 -0.054
C: 6.923 -0.732 -0.021
H: 0.881 3.720 -3.290
C: -2.537 3.308 -3.606
H: -0.209 3.287 -1.035
N: 2.499 -2.177 2.289
H: -5.343 1.075 0.711
H: -0.004 1.427 -6.278
C: 2.494 -2.560 0.967
C: -6.245 -0.192 3.116
H: -5.957 3.348 2.203
O: -1.474 0.940 -2.121
Br: 0.107 -4.222 2.618
C: -2.260 1.269 -5.042
C: 5.624 -1.282 -0.653
C: -0.249 -0.899 2.664
H: -0.116 3.843 -4.744
H: -1.333 4.582 -1.458
H: -3.064 0.723 -4.539
H: 6.883 -3.565 3.161
C: 4.452 -1.354 0.346
H: -2.227 0.896 -6.067
C: -2.615 2.754 -5.027
H: -3.593 3.451 4.886
C: 1.367 -3.274 -1.037
H: -4.749 -2.299 3.592
H: -5.737 3.731 3.909
C: 0.291 1.250 -5.243
H: 1.001 0.423 -5.238
H: 5.326 -0.622 -1.468
H: 1.427 -1.126 -1.334
C: -4.244 2.346 3.138
H: 6.747 -0.427 1.012
C: 4.400 -3.860 0.393
H: 0.446 -0.083 2.441
H: -6.696 -0.013 4.092
H: 0.449 -3.822 -1.226
C: -5.675 2.931 3.171
C: -3.733 2.149 1.702
H: -1.794 -0.961 -3.636
C: -3.344 3.364 3.829
H: -2.291 3.108 3.746
C: -0.903 -0.599 -4.142
H: -0.434 -1.048 0.504
H: -6.638 0.537 2.413
H: -6.572 -1.173 2.769
H: -3.312 2.837 -2.992
H: -3.757 0.810 0.025
C: 1.434 -2.033 -1.942